141
Properties=species:S:1:pos:R:3:forces:R:3 method="wB97M-V/def2-TZVPD" e_homo_ev=-8.3 gap_ev=8.23 relative_energy_kcal_mol=131.8 lumo_ev=-0.03 charge=0 total_energy_ha=-74202.11940 molar_mass_g_mol=2859.65
C -0.39142 -4.26659 -2.69315 -1.18 -0.96 -0.71
C -1.37565 -5.04109 -3.79613 -0.05 -0.42 0.32
P -2.59937 -3.70949 -4.50700 0.96 -0.10 0.33
C -2.00329 -3.11637 -6.22805 0.81 -0.33 -1.53
B -4.28533 -4.62984 -4.64995 -2.15 -1.53 -1.79
O -4.43177 -6.11235 -4.81353 -2.38 2.37 3.21
B -5.54151 -6.62802 -3.98343 -0.02 1.39 -0.45
O -6.45830 -5.80343 -3.15736 3.28 1.78 -2.21
B -6.17719 -4.35994 -3.30052 -0.29 -0.54 -0.88
C -6.49611 -3.34481 -2.00637 -2.04 -1.76 0.15
O -5.25495 -2.85738 -1.39319 0.30 3.47 -2.80
C -4.72163 -1.65672 -2.04230 5.56 1.99 2.83
C -5.35062 -0.84038 -3.31286 -0.25 1.02 0.02
O -3.57733 -1.14504 -1.50872 -7.20 -3.46 -3.09
O -5.57972 -3.86482 -4.56400 1.83 -2.56 3.20
H -0.62717 -4.71270 -1.61928 0.70 1.04 -2.63
H 0.70938 -4.48129 -3.03185 -1.99 0.71 1.01
H -0.70164 -3.13708 -2.72687 0.98 -2.32 0.28
H -2.06510 -5.81845 -3.22646 1.49 1.47 -1.32
H -0.76919 -5.59632 -4.63352 -1.23 1.01 1.66
H -0.81298 -3.19044 -6.26712 -2.60 0.23 0.32
H -2.29279 -1.98444 -6.38967 0.50 -2.44 0.29
H -2.38700 -3.81643 -7.11413 0.75 1.75 1.87
H -5.74419 -7.80824 -3.97739 0.14 0.35 0.00
H -7.00540 -4.05827 -1.19542 1.20 1.73 -1.57
H -7.29499 -2.52555 -2.24880 1.90 -1.37 0.58
H -5.00000 0.29409 -3.18761 -0.58 -2.69 0.03
H -4.91315 -1.17524 -4.36816 -1.04 0.24 2.58
H -6.53520 -0.78996 -3.32931 2.55 -0.50 -0.03
Br 0.63552 -3.90220 0.40480 0.27 0.15 0.60
C -0.81884 -3.31380 1.56333 -0.11 -0.19 -0.07
C -1.27276 -1.91840 1.20641 -0.06 0.11 0.09
Br -0.01979 -0.57705 1.86569 -0.06 -0.07 -0.14
H -0.46248 -3.40408 2.59377 -0.10 0.11 -0.26
H -1.62371 -4.03547 1.39779 0.10 0.18 0.02
H -2.22225 -1.68415 1.69581 0.15 -0.12 -0.09
H -1.37568 -1.75735 0.12940 0.02 -0.12 0.24
Br 0.58470 -0.96100 -2.54649 0.10 0.34 0.01
C -0.00500 0.86477 -2.19661 -0.01 -0.07 0.13
C -1.28745 1.17604 -2.93079 -0.11 0.10 0.05
Br -0.95692 1.49846 -4.82568 -0.06 -0.07 -0.05
H 0.82302 1.52550 -2.47000 -0.30 -0.14 0.07
H -0.15873 0.91134 -1.11484 -0.01 -0.04 -0.26
H -1.73015 2.10407 -2.55837 0.16 -0.14 -0.01
H -2.02942 0.37479 -2.86778 0.25 0.11 0.06
Br 0.68925 2.85975 0.69233 0.12 0.11 0.08
C 2.59812 3.25014 0.77831 -0.08 0.12 0.16
C 3.01085 4.20760 -0.31416 0.21 0.05 0.06
Br 3.13238 3.30342 -2.03797 -0.05 0.00 0.01
H 3.12230 2.29079 0.73559 -0.15 0.31 -0.11
H 2.75219 3.69933 1.76346 0.04 -0.01 -0.20
H 4.01539 4.59721 -0.12701 -0.22 -0.10 -0.01
H 2.31956 5.04574 -0.44112 0.14 -0.26 0.07
Br 1.75889 8.33753 -4.41162 0.11 0.08 0.01
C 3.51111 7.56440 -4.77980 -0.10 -0.01 -0.20
C 3.83530 6.45518 -3.80763 0.18 -0.06 0.00
Br 4.36157 7.16891 -2.07055 -0.09 -0.05 -0.03
H 4.23340 8.38583 -4.75771 -0.11 -0.29 0.08
H 3.44150 7.17550 -5.79957 0.04 0.01 0.21
H 4.69979 5.88054 -4.15167 -0.16 0.13 0.02
H 2.99848 5.77289 -3.63241 0.20 0.25 -0.09
Br 6.10482 5.84414 1.30006 0.03 0.04 0.09
C 7.14339 4.46020 2.19986 0.15 0.01 -0.10
C 6.32139 3.21177 2.41509 0.08 0.03 0.19
Br 5.07359 3.43373 3.89750 -0.06 -0.01 -0.12
H 7.52011 4.89746 3.12929 -0.16 -0.15 -0.22
H 7.98532 4.25737 1.53199 -0.17 -0.01 0.09
H 6.96090 2.37371 2.70595 -0.25 0.35 -0.10
H 5.73053 2.92468 1.54047 0.21 0.12 0.20
Br 8.25029 0.27726 2.27676 0.15 -0.27 0.04
C 7.10690 -1.25623 1.89642 0.19 -0.11 -0.11
C 6.13994 -0.95375 0.77655 -0.17 -0.14 -0.09
Br 4.66799 0.16557 1.39647 0.09 -0.10 -0.01
H 6.61355 -1.52696 2.83463 0.05 0.12 -0.28
H 7.79293 -2.05754 1.60784 -0.19 0.25 -0.02
H 5.66621 -1.87147 0.41697 0.14 0.10 0.13
H 6.60220 -0.43467 -0.06805 -0.04 -0.13 0.29
Br 9.58595 8.42530 3.16601 0.05 0.05 -0.08
C 9.07770 9.76192 1.83984 -0.06 0.09 0.20
C 8.16458 9.17294 0.79108 -0.05 0.08 -0.26
Br 9.16171 8.08529 -0.48429 -0.12 0.00 0.10
H 10.00483 10.17128 1.42777 -0.28 -0.17 0.03
H 8.56178 10.54232 2.40626 0.03 -0.15 -0.14
H 7.70509 9.96343 0.19115 0.11 -0.07 0.13
H 7.37840 8.53660 1.20757 0.27 0.14 -0.02
Br -9.31405 -1.66176 0.85777 0.06 0.03 -0.09
C -9.82230 -0.32514 -0.46839 -0.02 0.08 0.26
C -10.73542 -0.91412 -1.51716 -0.07 0.11 -0.21
Br -9.73829 -2.00177 -2.79252 -0.31 0.05 0.00
H -8.89517 0.08422 -0.88046 -0.28 -0.14 0.02
H -10.33822 0.45526 0.09802 0.04 -0.15 -0.15
H -11.19491 -0.12363 -2.11709 0.12 -0.10 0.14
H -11.52160 -1.55046 -1.10066 0.28 0.16 -0.03
Br -7.13864 -5.79732 1.02448 0.02 -0.01 0.16
C -6.47650 -4.43227 2.24996 -0.15 0.06 -0.07
C -5.02267 -4.11938 1.98715 0.15 0.13 0.07
Br -3.85977 -5.51603 2.69485 -0.02 0.00 -0.08
H -6.66586 -4.79527 3.26451 0.12 0.08 -0.24
H -7.10036 -3.55412 2.06108 0.16 -0.09 0.01
H -4.72282 -3.20799 2.51193 -0.12 -0.13 -0.06
H -4.78615 -4.01494 0.92431 -0.15 -0.02 0.24
Br -9.23864 -4.22603 5.06112 0.02 -0.01 0.07
C -8.57650 -2.86099 6.28659 -0.20 0.12 -0.12
C -7.12267 -2.54809 6.02379 0.14 0.09 0.27
Br -5.95977 -3.94474 6.73148 -0.01 0.03 -0.16
H -8.76586 -3.22398 7.30114 0.17 0.10 -0.27
H -9.20036 -1.98284 6.09771 0.19 -0.11 0.03
H -6.82282 -1.63670 6.54856 -0.16 -0.18 -0.12
H -6.88615 -2.44365 4.96095 -0.16 -0.04 0.24
Br -8.33736 0.57490 8.96646 0.10 -0.10 -0.05
C -6.42849 0.96529 9.05245 -0.10 0.04 0.23
C -6.01575 1.92275 7.95997 0.24 0.05 -0.09
Br -5.89423 1.01857 6.23617 -0.05 0.16 0.04
H -5.90430 0.00594 9.00973 -0.10 0.29 -0.07
H -6.27442 1.41448 10.03760 0.00 -0.03 -0.21
H -5.01121 2.31236 8.14713 -0.18 -0.11 0.02
H -6.70705 2.76089 7.83302 0.12 -0.29 0.09
Br 6.85935 10.53661 -3.16223 0.05 0.01 -0.11
C 6.35109 11.87322 -4.48840 -0.04 0.09 0.31
C 5.43798 11.28425 -5.53716 -0.03 0.10 -0.26
Br 6.43510 10.19660 -6.81253 -0.11 -0.05 0.10
H 7.27822 12.28258 -4.90047 -0.29 -0.16 0.01
H 5.83518 12.65363 -3.92198 0.03 -0.14 -0.16
H 4.97848 12.07474 -6.13710 0.10 -0.10 0.16
H 4.65180 10.64791 -5.12067 0.23 0.21 0.00
Br 7.37300 -4.74584 1.90495 -0.05 -0.20 -0.11
C 8.13448 -5.85274 0.49127 -0.03 -0.16 0.20
C 9.36107 -5.20749 -0.10851 0.11 -0.04 -0.23
Br 8.87669 -3.75483 -1.31639 0.03 0.02 0.15
H 7.33829 -6.03232 -0.23727 0.26 0.11 0.15
H 8.39433 -6.79677 0.97841 0.01 0.18 -0.10
H 9.90864 -5.92188 -0.72958 -0.15 0.08 0.13
H 10.04071 -4.78819 0.63899 -0.26 -0.13 -0.13
Br 3.90892 -8.85399 1.70905 0.00 0.02 0.11
C 2.45456 -8.26560 2.86759 -0.08 -0.20 -0.07
C 2.00064 -6.87019 2.51066 -0.08 0.19 0.13
Br 3.25361 -5.52884 3.16994 -0.04 -0.07 -0.11
H 2.81092 -8.35587 3.89803 -0.09 0.13 -0.29
H 1.64969 -8.98726 2.70205 0.10 0.18 0.01
H 1.05115 -6.63594 3.00007 0.15 -0.11 -0.08
H 1.89772 -6.70914 1.43365 0.05 -0.10 0.29